Record 1
{"formula": "C48H39Cl2N6O6PS2W", "method": "ωB97M-V/def2-TZVPD", "symbols": ["W", "Cl", "C", "C", "C", "N", "C", "O", "C", "C", "C", "C", "C", "N", "C", "C", "C", "Cl", "N", "C", "O", "C", "C", "C", "C", "C", "N", "H", "H", "H", "H", "H", "H", "H", "H", "H", "H", "O", "S", "O", "O", "C", "C", "C", "C", "C", "C", "P", "C", "C", "C", "C", "C", "C", "C", "C", "C", "C", "C", "C", "H", "H", "H", "H", "H", "H", "H", "H", "H", "H", "H", "H", "H", "H", "C", "C", "N", "C", "C", "C", "S", "N", "C", "O", "C", "C", "C", "C", "C", "C", "H", "H", "H", "H", "H", "H", "H", "H", "H", "H", "H", "H", "H", "H", "H"], "coordinates": [[0.09208, -0.17096, 0.03016], [-5.75695, 2.12245, 3.19506], [-4.62255, 1.10708, 2.36239], [-3.33805, 1.59195, 2.16037], [-2.40799, 0.80581, 1.49013], [-1.13948, 1.20387, 1.06960], [-0.68047, 2.45050, 1.32995], [-0.99421, 3.22489, 2.22084], [0.22444, 2.90330, 0.21826], [0.65713, 4.20963, 0.14532], [1.31920, 4.61373, -1.00650], [1.49112, 3.70113, -2.03322], [1.04310, 2.39839, -1.86578], [0.43015, 1.99386, -0.75463], [-2.76493, -0.48239, 1.06949], [-4.05552, -0.95298, 1.25978], [-4.98479, -0.14989, 1.90837], [-6.59016, -0.76772, 2.13504], [-1.70563, -1.18869, 0.45152], [-1.73976, -2.55258, 0.43234], [-2.68787, -3.29039, 0.63916], [-0.37881, -3.15162, 0.20000], [-0.18866, -4.51465, 0.18811], [1.11636, -4.98703, 0.09249], [2.16338, -4.07928, 0.03305], [1.88892, -2.71832, 0.05581], [0.63201, -2.27019, 0.11003], [-3.07318, 2.57084, 2.52418], [0.44834, 4.86540, 0.97689], [1.68134, 5.62834, -1.10331], [1.98402, 3.96282, -2.95752], [1.20268, 1.67777, -2.65081], [-4.34199, -1.93338, 0.92065], [-1.05600, -5.15333, 0.26717], [1.30908, -6.05130, 0.07551], [3.19303, -4.39637, -0.03818], [2.67575, -1.97906, 0.00873], [3.01573, -1.93176, -2.64052], [2.38701, -0.63994, -2.70852], [3.23728, 0.47836, -3.02829], [1.59096, -0.36840, -1.48046], [1.17923, -0.72859, -4.00467], [1.72483, -0.97171, -5.26689], [0.90974, -1.09224, -6.37244], [-0.46869, -0.97907, -6.22508], [-1.00282, -0.74203, -4.97694], [-0.19590, -0.59702, -3.83700], [-1.13655, -0.32490, -2.27566], [-2.32651, -1.69097, -2.42772], [-3.68468, -1.53205, -2.17202], [-4.53916, -2.62376, -2.23814], [-4.04641, -3.87569, -2.57136], [-2.69579, -4.03497, -2.84371], [-1.83884, -2.95036, -2.77041], [-2.05277, 1.21913, -2.62717], [-1.79591, 2.02840, -3.73024], [-2.41059, 3.26769, -3.85612], [-3.28821, 3.71420, -2.88113], [-3.54746, 2.91847, -1.77316], [-2.92652, 1.68750, -1.64451], [2.79693, -1.07045, -5.36443], [1.34436, -1.28058, -7.34490], [-1.12337, -1.08298, -7.07967], [-2.07885, -0.66870, -4.87185], [-4.08892, -0.56145, -1.92200], [-5.59153, -2.48947, -2.02653], [-4.71378, -4.72535, -2.61913], [-2.30663, -5.00902, -3.10956], [-0.78565, -3.08821, -2.99367], [-1.09993, 1.71251, -4.49586], [-2.19407, 3.88534, -4.71736], [-3.76359, 4.68115, -2.98005], [-4.21976, 3.25688, -0.99598], [-3.11982, 1.10120, -0.75590], [-0.36984, -1.45939, 6.10000], [0.78008, -2.04595, 5.29952], [1.63536, -1.00896, 4.72607], [2.74557, -0.56600, 5.57410], [4.02567, -1.32365, 5.27337], [1.42044, -0.47786, 3.51762], [0.02339, -0.96606, 2.65759], [2.33544, 0.46466, 3.16579], [2.44474, 0.87443, 1.92631], [1.80997, 0.46349, 0.90203], [3.42528, 1.96900, 1.63935], [3.81715, 2.20249, 0.32479], [4.69544, 3.23840, 0.04355], [5.16225, 4.05150, 1.06748], [4.76155, 3.82296, 2.37792], [3.90004, 2.77626, 2.66665], [-0.95800, -2.25440, 6.55820], [-1.02600, -0.87792, 5.45374], [-0.00575, -0.80845, 6.89579], [0.40848, -2.67400, 4.49131], [1.42204, -2.66543, 5.92926], [2.42728, -0.73124, 6.60489], [2.88671, 0.50189, 5.43225], [3.89195, -2.39815, 5.40576], [4.82247, -0.99822, 5.94234], [4.34125, -1.13714, 4.24792], [3.43970, 1.57974, -0.47602], [5.01015, 3.40579, -0.97807], [5.83947, 4.86588, 0.84474], [5.12097, 4.46127, 3.17417], [3.57823, 2.58224, 3.68015]], "lumo_ha": -0.010, "de_lowest_kj_mol": 0.00, "energy_ev": -129470.2083, "homo_energy_ev": -6.85, "orbital_gap_ev": 6.568}

***

Record 2
{"formula": "C48H39ClCrN2O4PS2", "method": "ωB97M-V/def2-TZVPD", "symbols": ["Cr", "C", "C", "N", "N", "C", "S", "S", "C", "C", "C", "C", "C", "C", "C", "C", "C", "C", "C", "C", "C", "O", "H", "H", "H", "H", "H", "H", "H", "H", "H", "H", "H", "H", "H", "H", "O", "C", "C", "O", "O", "C", "C", "C", "C", "C", "C", "C", "C", "C", "C", "C", "C", "H", "H", "H", "H", "H", "H", "H", "H", "H", "H", "H", "Cl", "C", "C", "C", "C", "C", "C", "P", "C", "C", "C", "C", "C", "C", "C", "C", "C", "C", "C", "C", "H", "H", "H", "H", "H", "H", "H", "H", "H", "H", "H", "H", "H", "H"], "coordinates": [[0.30817, -0.18960, -0.66755], [4.10661, -2.11213, 0.98078], [2.73196, -2.19575, 1.57865], [1.85607, -2.94371, 1.02273], [0.69372, -3.17470, 1.74350], [-0.45798, -2.78524, 1.39557], [-1.14880, -1.73255, 0.16351], [-1.80918, -3.59101, 2.27870], [-2.60977, -2.16507, 3.09373], [-2.30564, -2.11957, 4.56112], [-1.15920, -1.48484, 5.02215], [-0.85834, -1.47522, 6.37427], [-1.69934, -2.10245, 7.28166], [-2.84404, -2.74118, 6.82867], [-3.14357, -2.74920, 5.47512], [2.35278, -1.25800, 2.65255], [2.76138, -1.30329, 3.97509], [2.35705, -0.31362, 4.86013], [1.54585, 0.72128, 4.40916], [1.14544, 0.79137, 3.08426], [1.57071, -0.18772, 2.17965], [1.35547, -0.11982, 0.87633], [4.56591, -3.09985, 0.94887], [4.06418, -1.72034, -0.03766], [4.73564, -1.44395, 1.56377], [-2.25197, -1.27320, 2.57972], [-3.68438, -2.23529, 2.92197], [-0.49342, -1.00977, 4.31440], [0.03989, -0.97900, 6.71734], [-1.46292, -2.09599, 8.33751], [-3.50455, -3.23424, 7.52966], [-4.03774, -3.25009, 5.12439], [3.38472, -2.11980, 4.31468], [2.66820, -0.35251, 5.89461], [1.21996, 1.48713, 5.10082], [0.53272, 1.60815, 2.72725], [1.71652, -1.54796, -1.43550], [1.49098, -2.02156, -2.77828], [0.45503, -1.03592, -3.38177], [0.28573, -0.93053, -4.57515], [-0.25519, -0.41185, -2.49013], [2.85223, -2.06197, -3.46692], [3.86511, -2.75809, -2.81024], [5.12734, -2.87044, -3.36330], [5.39560, -2.29535, -4.59781], [4.38814, -1.62157, -5.26566], [3.11889, -1.50667, -4.71067], [0.85201, -3.40996, -2.84059], [0.51846, -3.91348, -4.09678], [-0.03690, -5.17347, -4.22103], [-0.26204, -5.95399, -3.09559], [0.07567, -5.46179, -1.84837], [0.63068, -4.19429, -1.71785], [1.96213, -2.24491, -0.77962], [3.65946, -3.24735, -1.86490], [5.89736, -3.41668, -2.83497], [6.37967, -2.38236, -5.03845], [4.58172, -1.17839, -6.23292], [2.33935, -0.98761, -5.24575], [0.68884, -3.30636, -4.97546], [-0.29511, -5.54787, -5.20228], [-0.69840, -6.93891, -3.19324], [-0.09393, -6.05533, -0.96050], [0.87581, -3.85051, -0.72613], [0.98830, 2.98567, 0.27288], [-0.61811, 3.42607, 0.80079], [-0.73277, 4.44316, 1.73383], [-1.99490, 4.83022, 2.15686], [-3.12275, 4.20716, 1.64244], [-2.98843, 3.19341, 0.70965], [-1.73145, 2.77480, 0.27850], [-1.46816, 1.50501, -0.99219], [-1.19806, 2.53073, -2.46584], [0.01793, 2.53165, -3.13524], [0.21696, 3.37302, -4.21903], [-0.79998, 4.21384, -4.64181], [-2.01888, 4.22020, -3.97595], [-2.21495, 3.38555, -2.88980], [-3.04192, 0.65827, -1.24119], [-3.45325, 0.32097, -2.52880], [-4.59791, -0.44005, -2.70849], [-5.32977, -0.86665, -1.61070], [-4.91262, -0.54572, -0.32687], [-3.76584, 0.20601, -0.13984], [0.15874, 4.91974, 2.11366], [-2.09240, 5.62355, 2.88516], [-4.10752, 4.51195, 1.96658], [-3.87259, 2.71208, 0.31290], [0.81908, 1.87054, -2.82627], [1.16590, 3.35949, -4.73729], [-0.64465, 4.86396, -5.49202], [-2.81535, 4.87500, -4.30197], [-3.16707, 3.39862, -2.37278], [-2.86501, 0.62578, -3.38345], [-4.90984, -0.70807, -3.70832], [-6.22165, -1.46198, -1.75562], [-5.46997, -0.89800, 0.52986], [-3.42730, 0.42688, 0.86525]], "lumo_ha": [-0.030, 0.005], "de_lowest_kj_mol": 30.15, "energy_ev": -133484.2672, "homo_energy_ev": [-7.96, -8.07], "multiplicity": 4, "orbital_gap_ev": [7.154, 8.198]}

***

Record 3
{"formula": "C48H39CsN11O7PS3", "method": "ωB97M-V/def2-TZVPD", "symbols": ["Cs", "N", "C", "S", "N", "N", "C", "C", "C", "C", "C", "C", "C", "C", "C", "C", "C", "C", "N", "H", "H", "H", "H", "H", "H", "H", "H", "H", "H", "H", "N", "P", "C", "C", "C", "C", "C", "C", "C", "C", "C", "C", "C", "C", "C", "C", "C", "C", "C", "N", "H", "H", "H", "H", "H", "H", "H", "H", "H", "H", "H", "H", "H", "H", "H", "O", "C", "O", "C", "C", "C", "C", "C", "C", "O", "N", "O", "O", "N", "O", "O", "H", "H", "C", "N", "C", "C", "N", "C", "S", "H", "H", "H", "H", "H", "H", "S", "C", "N", "C", "C", "C", "C", "C", "C", "H", "H", "H", "H", "H"], "coordinates": [[0.42564, -0.77199, -0.29141], [-2.31272, -3.95724, 3.64701], [-1.76938, -2.76112, 3.18858], [-2.51366, -2.06068, 1.81401], [-0.75031, -2.35634, 3.92515], [-0.19411, -1.20132, 3.40245], [0.45284, -0.49873, 4.25476], [0.56284, -0.83823, 5.70826], [-0.01169, -0.02041, 6.67422], [0.07832, -0.34171, 8.02395], [0.75276, -1.48466, 8.42085], [1.33536, -2.30524, 7.46153], [1.23618, -1.98875, 6.11705], [1.16988, 0.71633, 3.76617], [1.87671, 1.54830, 4.64005], [2.53693, 2.65517, 4.13043], [2.49508, 2.90165, 2.76962], [1.78260, 2.00764, 1.97456], [1.13914, 0.95460, 2.45161], [-3.28226, -4.08474, 3.41607], [-2.04568, -4.17373, 4.59616], [-0.53862, 0.87309, 6.36416], [-0.38161, 0.30590, 8.76164], [0.82482, -1.73931, 9.47188], [1.86155, -3.20418, 7.76027], [1.66224, -2.63469, 5.36133], [1.91791, 1.32913, 5.69570], [3.08457, 3.31163, 4.79746], [2.99146, 3.74288, 2.30108], [1.75264, 2.15521, 0.90019], [-3.53226, 0.19480, -2.89759], [-2.12085, 1.06927, -2.40421], [-2.84326, 2.72734, -2.13364], [-3.75114, 3.31384, -3.01326], [-4.27906, 4.56484, -2.74389], [-3.90245, 5.24034, -1.58692], [-3.00307, 4.66030, -0.70818], [-2.47456, 3.40279, -0.98105], [-1.38938, 1.31162, -4.06280], [-1.37821, 0.33051, -5.04891], [-0.70864, 0.53153, -6.24777], [-0.02511, 1.71393, -6.47407], [-0.00193, 2.68959, -5.48597], [-0.67687, 2.49037, -4.29346], [-4.43388, -0.18796, -1.92238], [-5.42375, -1.15240, -2.17866], [-6.30485, -1.45363, -1.16430], [-6.19531, -0.79822, 0.06091], [-5.19321, 0.13966, 0.20323], [-4.33050, 0.45531, -0.76352], [-3.42766, -0.43537, -3.67553], [-4.04302, 2.77286, -3.90701], [-4.98589, 5.01336, -3.43218], [-4.31793, 6.21777, -1.36968], [-2.71498, 5.16739, 0.20379], [-1.78854, 2.95595, -0.27580], [-1.82966, -0.64139, -4.88482], [-0.68003, -0.26426, -6.98015], [0.51633, 1.86277, -7.39997], [0.55260, 3.60797, -5.63557], [-0.64421, 3.26280, -3.53411], [-5.47426, -1.64346, -3.14185], [-7.07030, -2.20435, -1.32148], [-6.84185, -1.02916, 0.89503], [-5.04426, 0.65071, 1.14797], [3.63224, -2.15227, 0.51284], [3.33411, -1.51043, -0.50402], [2.84949, -0.34331, -0.55179], [3.57675, -2.12551, -1.87515], [4.82832, -2.57229, -2.16194], [5.18791, -2.92644, -3.48118], [4.27515, -2.82933, -4.50845], [2.99181, -2.39497, -4.22567], [2.51126, -2.11806, -2.88546], [1.32460, -1.94613, -2.56565], [2.08946, -2.32696, -5.35695], [2.35792, -2.98216, -6.36504], [1.11070, -1.60523, -5.28641], [6.53071, -3.33254, -3.77686], [7.36099, -3.30851, -2.87188], [6.81345, -3.68553, -4.91879], [5.55674, -2.63501, -1.36613], [4.54830, -3.08802, -5.51807], [4.90027, 1.43912, -2.86555], [5.21107, 1.42148, -1.45143], [5.87557, 0.37975, -0.82774], [5.68976, 0.51886, 0.49712], [4.93554, 1.66082, 0.66742], [4.60684, 2.20560, -0.52975], [3.68095, 3.59951, -0.78480], [5.79569, 1.19479, -3.43615], [4.54977, 2.43409, -3.12676], [4.11546, 0.70721, -3.06638], [6.38750, -0.38039, -1.38916], [5.97664, -0.11318, 1.31651], [4.45912, 1.93696, 1.50989], [-1.04214, 5.48708, 3.69877], [-0.61045, 4.83849, 2.14674], [-0.91831, 3.61497, 1.92209], [-1.55322, 3.06448, 3.03196], [-1.98430, 1.73946, 3.12540], [-2.61332, 1.33334, 4.28294], [-2.80699, 2.22680, 5.34514], [-2.36063, 3.53238, 5.27731], [-1.72842, 3.94474, 4.10648], [-0.09103, 5.45457, 1.42270], [-1.79653, 1.01437, 2.33563], [-2.92885, 0.29865, 4.34620], [-3.29816, 1.88286, 6.24795], [-2.49677, 4.20904, 6.11126]], "total_charge": -2, "lumo_ha": 0.122, "de_lowest_kj_mol": 85.19, "energy_ev": -123475.1472, "homo_energy_ev": -2.66, "orbital_gap_ev": 5.963}